# 1
96
Properties=species:S:1:pos:R:3:forces:R:3:lowdin_charge:R:1 method="wB97M-V/def2-TZVPD" gap_ev=10.912 e_lumo_ha=0.019 relative_energy_ev=2.034 smiles="COC(=O)OC.COC(=O)OC.COC(=O)OC.COC(=O)OC.COC(=O)OC.COC(=O)OC.COC(=O)OC.COC(=O)OC"
C 0.360698 0.273808 -0.954055 1.53 0.52 -0.19 -0.05
O -0.015010 -0.375874 0.252297 -1.18 -0.38 0.10 -0.01
C 0.023557 0.360964 1.360943 -0.01 0.46 -0.48 -0.62
O 0.413020 1.496443 1.383052 0.27 0.54 0.30 0.13
O -0.443300 -0.324253 2.386075 0.55 -0.50 -0.43 0.02
C -0.138032 0.176279 3.670520 -1.01 1.06 1.55 -0.04
H -0.008820 -0.282112 -1.809413 -0.10 -0.24 0.21 0.07
H 1.457122 0.268441 -0.913865 -0.33 0.20 -0.70 0.08
H 0.103067 1.324772 -1.074180 -0.61 -0.13 0.52 0.10
H 0.774884 0.748828 3.830450 0.53 -0.72 -0.74 0.11
H -0.236012 -0.667101 4.346166 0.33 -0.03 -0.02 0.10
H -0.875489 0.922086 3.995164 -0.36 -0.27 -0.34 0.10
C 2.750846 -1.576120 -0.469468 0.78 0.80 -0.32 -0.04
O 3.383902 -2.597120 0.287750 -0.11 -0.74 -0.45 0.00
C 4.305387 -2.228989 1.170722 -0.30 0.74 0.45 -0.65
O 4.452736 -1.110389 1.575120 0.23 0.31 0.12 0.14
O 4.994550 -3.293422 1.551783 -0.57 -0.98 -0.21 0.00
C 5.545903 -3.342980 2.865918 0.92 0.12 -0.43 -0.02
H 1.800945 -1.927867 -0.852020 0.10 -0.23 0.23 0.06
H 3.411135 -1.308346 -1.298289 -0.08 -0.18 -0.21 0.11
H 2.632526 -0.639973 0.076074 -0.03 -0.45 0.52 0.08
H 4.845342 -3.728659 3.604548 -0.30 0.28 -0.10 0.08
H 5.961807 -2.367612 3.112547 -0.16 -0.05 0.30 0.10
H 6.351056 -4.069250 2.765580 0.07 0.09 0.19 0.10
C -0.284540 -3.442837 -1.063814 -0.44 -0.42 -1.09 -0.04
O -0.872597 -3.190779 0.198945 0.70 0.32 -0.03 0.01
C -2.175894 -2.967342 0.220027 -0.50 -0.83 0.78 -0.62
O -2.959961 -3.088537 -0.678547 -0.11 0.23 -0.83 0.12
O -2.498555 -2.731562 1.478546 0.78 -0.21 0.73 0.00
C -3.847422 -2.728507 1.896490 -0.63 1.44 -0.39 -0.03
H -0.926787 -4.109555 -1.643671 0.09 -0.18 0.12 0.10
H 0.685840 -3.906702 -0.915584 -0.03 0.01 0.28 0.10
H -0.177011 -2.568073 -1.705668 -0.02 0.28 0.41 0.06
H -3.883595 -3.079991 2.923887 0.04 -0.31 -0.16 0.09
H -4.518162 -3.242033 1.208006 0.25 -0.35 0.14 0.10
H -4.155072 -1.674359 1.894451 -0.17 -0.17 0.13 0.09
C -2.557858 3.194878 -4.896459 -0.25 0.30 0.50 -0.02
O -3.087659 1.874080 -4.748711 0.29 0.31 -0.52 0.02
C -2.620140 1.153535 -3.744251 -1.53 -0.42 1.22 -0.65
O -1.717829 1.406808 -2.994446 0.08 0.84 0.19 0.07
O -3.438708 0.111347 -3.596088 0.43 0.09 -0.51 0.03
C -3.073920 -0.854142 -2.614851 -0.75 -0.84 0.56 -0.03
H -2.890929 3.551753 -5.864162 0.20 -0.12 -0.13 0.10
H -1.479660 3.238564 -4.763312 0.03 -0.18 -0.24 0.09
H -2.998453 3.837883 -4.133075 -0.02 -0.02 0.05 0.10
H -4.008425 -1.188557 -2.165217 0.01 0.10 -0.03 0.09
H -2.454961 -0.464030 -1.811783 0.17 0.18 -0.25 0.08
H -2.641598 -1.741064 -3.076545 0.31 0.27 -0.10 0.09
C 2.380925 4.104109 0.729350 0.34 0.49 0.16 -0.01
O 1.518877 5.231475 0.521168 -1.53 -0.55 0.36 0.01
C 2.004809 6.438973 0.402570 2.50 0.58 -0.51 -0.63
O 3.181257 6.741813 0.504154 -0.65 -0.17 0.04 0.10
O 1.057302 7.294625 0.068495 -1.63 -0.34 -0.28 0.00
C 1.405628 8.489375 -0.619026 1.42 -0.13 0.20 -0.04
H 1.952192 3.421743 1.456825 -0.35 0.22 -0.02 0.07
H 3.329039 4.483493 1.104456 0.20 -0.27 -0.31 0.09
H 2.434930 3.597949 -0.231484 0.39 -0.06 0.04 0.10
H 1.886275 8.284913 -1.578980 -0.29 -0.33 -0.09 0.10
H 2.194019 8.980514 -0.047778 -0.39 0.49 0.11 0.09
H 0.502794 9.063293 -0.778178 -0.04 0.06 0.29 0.09
C -0.026803 0.739580 -4.912694 -0.69 -0.26 0.56 -0.03
O 0.952741 -0.215409 -5.231156 1.07 0.29 -0.78 0.03
C 0.970662 -1.411918 -4.684412 1.00 -0.15 -0.20 -0.60
O 0.170341 -1.902151 -3.942569 -0.72 -0.16 0.29 0.13
O 2.117769 -1.988656 -5.085695 0.13 0.27 -0.73 -0.01
C 2.179755 -3.413457 -5.153759 -0.15 0.05 1.22 -0.03
H 0.090074 1.601429 -5.564632 0.25 -0.20 -0.19 0.11
H 0.044161 1.071143 -3.873167 0.20 -0.28 -0.42 0.09
H -1.011151 0.286186 -5.079319 0.25 0.16 0.00 0.10
H 3.106160 -3.707287 -5.636400 -0.09 0.33 -0.37 0.09
H 1.295463 -3.799793 -5.653746 0.08 -0.17 -0.04 0.10
H 2.252776 -3.786109 -4.129310 -0.31 -0.26 -0.08 0.09
C -7.121304 1.683701 0.986912 -0.75 1.09 1.33 -0.03
O -6.110781 2.651258 0.707308 -0.61 0.64 -1.03 0.01
C -4.856221 2.251721 0.811033 0.09 -1.01 -0.44 -0.63
O -4.489769 1.294302 1.434923 0.29 -0.23 0.49 0.12
O -4.085904 2.999150 0.031455 -0.28 0.26 0.10 0.03
C -2.697521 2.845670 0.209087 1.80 -0.11 0.48 -0.05
H -8.049216 2.240858 1.144268 0.22 0.30 -0.13 0.09
H -6.883051 1.298100 1.976861 -0.08 -0.98 -0.42 0.10
H -7.363861 1.017921 0.163168 0.80 -0.41 0.10 0.10
H -2.278231 1.839606 0.303552 -0.91 -0.36 -0.39 0.08
H -2.342995 3.287331 1.145412 -0.30 0.49 -0.17 0.11
H -2.199086 3.295696 -0.645031 -0.19 0.24 0.06 0.10
C 2.952532 -4.212177 6.573768 0.64 -0.92 0.41 -0.04
O 2.632882 -3.677982 5.294191 -0.45 -0.37 0.50 -0.02
C 2.587986 -2.350518 5.189353 0.33 0.03 -1.12 -0.62
O 2.873442 -1.549761 6.023325 -0.07 0.13 0.59 0.15
O 2.256214 -1.991365 3.945880 0.24 0.59 0.13 0.00
C 1.798714 -2.917326 2.976694 -0.78 -0.95 -0.02 -0.03
H 4.034727 -4.305471 6.662239 0.07 0.22 0.03 0.10
H 2.562298 -5.227496 6.609588 -0.17 0.05 -0.24 0.09
H 2.581270 -3.691109 7.452508 -0.21 0.53 -0.41 0.10
H 1.353683 -2.332127 2.177141 0.01 0.02 0.04 0.09
H 1.043656 -3.576755 3.412403 -0.16 0.22 -0.07 0.11
H 2.542618 -3.601393 2.561662 0.39 0.39 0.23 0.09

=====

# 2
44
Properties=species:S:1:pos:R:3:forces:R:3:lowdin_charge:R:1 method="wB97M-V/def2-TZVPD" total_charge=+1 gap_ev=10.159 e_lumo_ha=-0.092 relative_energy_ev=2.995
C 0.402236 -0.650151 1.613703 -1.09 -1.28 0.15 -0.20
N -0.790786 -1.480586 1.093535 1.50 -0.31 2.06 0.00
C 0.899609 0.331808 0.551186 -1.93 0.52 1.99 -0.24
N -0.375146 0.802329 -0.178306 0.46 1.04 0.79 0.09
C -0.147494 2.309558 -0.401912 -1.67 -0.46 -1.30 -0.13
C 0.545075 2.770690 0.899309 -0.84 0.27 -0.03 -0.14
C 1.430454 1.549273 1.329701 3.14 1.70 -1.70 -0.13
H 1.273453 -1.272293 1.899188 -0.42 0.16 0.03 0.13
H 0.012761 -0.132383 2.547209 0.62 -0.31 -1.30 0.10
H -0.399327 -2.140990 0.380546 -0.59 0.43 0.94 0.03
H -1.063961 -2.009803 1.986889 0.23 0.63 -2.15 0.10
H 1.581196 -0.078172 -0.142808 0.53 -0.55 -0.83 0.11
H -1.162974 0.702337 0.492644 0.48 0.00 -0.36 0.12
H -0.645423 0.189651 -0.966402 0.27 0.59 -0.11 0.15
H -1.158307 2.799473 -0.674395 1.63 -0.78 0.88 0.14
H 0.422060 2.404321 -1.344343 0.27 -0.07 0.71 0.13
H 1.154343 3.672521 0.564051 -0.87 -0.95 1.24 0.13
H -0.308888 2.956555 1.653699 1.76 0.19 -1.14 0.12
H 2.558637 1.848426 1.105995 -2.17 -0.82 -0.51 0.15
H 1.646055 1.309874 2.363868 -1.22 0.23 0.48 0.10
H -1.704507 -0.303095 4.241509 0.82 1.46 -0.12 0.07
H -2.204972 1.049232 4.416347 -0.77 0.77 0.24 0.01
O -1.370545 0.641008 4.238826 0.40 -2.01 0.14 -0.09
H 3.028885 -1.264016 -2.158340 -0.64 -0.84 0.02 -0.01
H 3.720182 -1.992723 -1.073944 -0.44 -0.12 0.31 0.09
O 2.820871 -1.707570 -1.310136 1.13 0.34 1.23 -0.08
H 1.564805 -2.809890 -0.950394 -0.77 0.59 -0.35 0.02
H 0.670098 -3.903888 -0.502039 -0.61 -0.09 -0.18 0.07
O 0.596758 -3.035132 -0.923216 1.19 -0.70 0.17 -0.09
H -4.044359 -0.688159 2.732134 -0.42 -0.57 -0.69 0.05
H -3.045306 0.389885 2.195872 1.00 0.28 -2.28 -0.03
O -3.517435 0.071733 2.919262 -1.16 -0.09 2.75 -0.02
H 0.690974 -2.090251 -3.173112 0.31 -1.03 1.48 0.03
H 0.093396 -1.839865 -4.464871 -0.81 -0.85 -1.99 0.05
O 0.426292 -1.380588 -3.730763 1.30 1.04 0.21 -0.01
H 3.405206 -0.544988 -3.608449 0.99 2.03 -0.37 0.04
H 2.350315 -1.414759 -4.112797 0.57 -0.40 0.29 0.06
O 3.249553 -1.459249 -3.705772 -1.01 -0.78 -1.46 -0.02
H -3.116990 2.729012 0.923425 0.06 -0.18 -0.96 0.09
H -2.723653 2.396212 2.224207 0.37 -0.28 1.45 0.06
O -2.444041 2.178863 1.343380 -0.72 0.46 -0.36 -0.04
H -0.957170 0.244489 -3.657818 1.89 0.92 -1.48 -0.01
H -1.743564 -1.018095 -3.491153 0.02 0.15 0.19 0.04
O -1.618366 -0.130601 -3.145513 -2.77 -0.34 1.95 -0.04

=====

# 3
9
Properties=species:S:1:pos:R:3:forces:R:3:lowdin_charge:R:1 method="wB97M-V/def2-TZVPD" gap_ev="6.449 / 7.961" e_lumo_ha="0.024 / -0.077" relative_energy_ev=2.438 spin_multiplicity=3
C 0.084093 0.960362 0.333579 -0.39 1.46 2.36 -0.53
N -0.965670 -1.377324 0.410428 1.65 0.50 -2.14 -0.61
O -1.333376 1.097006 0.436957 0.87 -0.52 -0.50 -0.56
P 0.707948 -0.797996 0.147430 -1.91 -0.72 -1.17 0.82
S -2.190325 -0.233429 -0.220831 -1.46 -1.03 -0.37 0.82
H 0.354288 1.371402 -0.602886 0.64 1.31 -0.63 0.04
H 0.344385 1.567681 1.276518 0.83 -1.10 -1.68 0.12
H -1.091279 -1.391207 1.373788 -0.57 -0.38 2.42 -0.04
H 0.524722 -0.934209 -1.371165 0.34 0.48 1.72 -0.04